[1]
{"formula": "C21H23N2O3", "method": "ωB97M-V/def2-TZVPD", "e_homo_ha": -0.36493, "total_charge": 1, "multiplicity": 1, "symbols": ["C", "O", "C", "C", "C", "C", "C", "O", "C", "C", "C", "H", "H", "H", "H", "H", "H", "H", "H", "H", "H", "H", "H", "C", "H", "C", "C", "N", "C", "C", "C", "C", "C", "C", "C", "C", "C", "N", "O", "H", "H", "H", "H", "H", "H", "H", "H", "H", "H"], "positions_angstrom": [[-7.349, 2.135, -2.403], [-6.510, 0.966, -2.321], [-5.491, 0.946, -1.421], [-4.709, -0.231, -1.399], [-3.607, -0.345, -0.585], [-3.195, 0.735, 0.237], [-2.033, 0.596, 1.053], [-1.719, 1.538, 1.912], [-0.761, 1.304, 2.965], [-4.034, 1.882, 0.294], [-5.140, 2.000, -0.530], [-8.074, 1.903, -3.182], [-7.866, 2.305, -1.451], [-6.758, 3.013, -2.693], [-4.988, -1.032, -2.075], [-3.028, -1.265, -0.550], [-1.497, -0.367, 1.072], [-0.764, 2.227, 3.549], [-1.062, 0.465, 3.608], [0.234, 1.127, 2.535], [-3.794, 2.670, 1.013], [-5.733, 2.919, -0.526], [0.174, 0.803, -0.101], [1.175, 0.857, -0.625], [1.052, 1.540, -1.477], [2.237, 1.425, 0.260], [3.301, 0.693, 0.663], [3.555, -0.561, 0.171], [4.590, -1.380, 0.769], [4.377, -1.914, 2.042], [5.350, -2.732, 2.618], [6.568, -2.954, 1.961], [6.780, -2.383, 0.699], [5.779, -1.627, 0.083], [2.735, -1.087, -0.808], [1.577, -0.486, -1.161], [0.714, -1.245, -2.112], [-0.461, -0.624, -2.500], [1.029, -2.376, -2.474], [2.171, 2.469, 0.568], [4.021, 1.066, 1.398], [3.438, -1.704, 2.560], [5.166, -3.190, 3.586], [7.341, -3.566, 2.430], [7.732, -2.527, 0.196], [5.921, -1.206, -0.913], [3.032, -2.073, -1.184], [-0.532, 0.388, -2.500], [-0.942, -1.098, -3.251]], "forces_ev_per_angstrom": [[0.05, 0.06, 0.09], [1.32, 0.10, 1.35], [-0.22, 0.13, -0.51], [0.04, -0.25, -0.13], [0.08, 0.04, -0.22], [0.41, 0.06, 0.63], [-1.21, 0.56, 0.83], [-0.67, -1.06, -1.26], [0.68, -0.10, 0.32], [-0.14, 0.25, -0.22], [-0.14, 0.21, -0.07], [0.10, 0.06, 0.12], [0.14, -0.03, -0.23], [-0.14, -0.20, 0.08], [-0.01, 0.01, 0.17], [-0.08, 0.12, -0.27], [0.05, 0.50, -0.03], [0.06, -0.24, -0.16], [-0.07, 0.22, -0.37], [-0.28, 0.05, 0.06], [-0.08, -0.16, -0.42], [0.23, -0.40, 0.17], [0.63, 0.13, -0.40], [-0.38, 0.23, -0.33], [-0.40, 0.10, 0.10], [0.84, -0.29, 0.77], [-0.80, 1.18, 0.20], [0.59, -0.97, -0.25], [-0.02, 0.01, 0.00], [0.12, -0.11, -0.19], [0.25, 0.15, -0.16], [-0.34, 0.27, -0.22], [-0.23, -0.13, 0.22], [0.02, 0.04, 0.24], [-0.27, -0.14, 0.73], [0.18, -0.59, -0.28], [0.97, -0.47, 0.05], [0.01, -0.11, 0.04], [-0.84, 0.90, 0.03], [-0.03, -0.34, 0.06], [-0.16, -0.09, -0.45], [0.27, -0.11, -0.15], [0.04, 0.12, -0.12], [-0.27, 0.22, -0.18], [-0.17, -0.03, 0.02], [0.00, -0.09, 0.29], [-0.28, 0.52, 0.04], [0.18, -0.38, 0.02], [0.03, 0.07, -0.01]], "lowdin_charge": [-0.03, -0.04, -0.21, 0.03, 0.00, -0.18, 0.01, -0.04, 0.01, 0.03, 0.03, 0.10, 0.11, 0.10, 0.14, 0.13, 0.17, 0.11, 0.11, 0.09, 0.14, 0.12, 0.08, -0.17, 0.11, -0.08, -0.08, -0.06, -0.23, -0.02, -0.07, -0.07, -0.07, -0.01, 0.03, -0.14, -0.50, 0.15, 0.04, 0.10, 0.14, 0.12, 0.11, 0.11, 0.11, 0.12, 0.16, 0.09, 0.11]}

***

[2]
{"formula": "C4H8Cl2", "method": "ωB97M-V/def2-TZVPD", "smiles": "CC(Cl)Cl.C=C", "e_homo_ha": -0.37137, "multiplicity": 1, "symbols": ["C", "C", "Cl", "Cl", "H", "H", "H", "H", "C", "C", "H", "H", "H", "H"], "positions_angstrom": [[1.128, 1.861, 0.705], [0.799, 0.464, 0.239], [1.944, -0.064, -1.018], [0.823, -0.675, 1.608], [1.089, 2.564, -0.145], [2.139, 1.897, 1.145], [0.401, 2.189, 1.467], [-0.212, 0.392, -0.210], [-0.883, -1.671, -1.045], [-1.820, -1.205, -0.218], [-1.061, -1.736, -2.125], [0.091, -2.002, -0.668], [-2.795, -0.874, -0.595], [-1.643, -1.141, 0.861]], "forces_ev_per_angstrom": [[0.24, 0.46, 0.21], [-0.53, 0.50, -0.19], [0.08, 0.07, 0.00], [0.21, 0.06, 0.13], [0.00, -0.33, 0.29], [-0.42, -0.01, -0.18], [0.26, -0.19, -0.30], [0.93, 0.11, 0.40], [-0.45, -0.26, 0.07], [-0.14, -0.28, -0.29], [0.12, 0.00, 0.43], [-0.51, 0.06, -0.26], [0.38, -0.13, 0.17], [-0.17, -0.05, -0.48]], "lowdin_charge": [-0.21, -1.15, 0.58, 0.60, 0.08, 0.08, 0.08, 0.03, -0.13, -0.11, 0.06, 0.01, 0.06, 0.02]}

***

[3]
{"formula": "C31H56N3NiO2P2", "method": "ωB97M-V/def2-TZVPD", "e_homo_ha": [-0.35326, -0.39964], "s_squared": 2.06, "total_charge": 1, "multiplicity": 3, "symbols": ["C", "C", "C", "C", "C", "H", "H", "H", "N", "P", "P", "C", "H", "H", "C", "H", "C", "C", "C", "C", "C", "H", "H", "H", "C", "H", "H", "H", "C", "H", "H", "H", "C", "H", "H", "H", "C", "H", "H", "H", "C", "H", "H", "H", "C", "H", "H", "H", "C", "H", "H", "H", "C", "H", "H", "H", "C", "H", "H", "H", "C", "H", "H", "H", "C", "H", "H", "H", "Ni", "C", "O", "N", "C", "C", "C", "C", "C", "H", "H", "H", "H", "H", "H", "H", "H", "H", "C", "C", "N", "O", "H", "H", "H", "H", "H"], "positions_angstrom": [[-3.323, 0.507, 0.166], [-3.039, -1.855, -0.070], [-4.707, 0.385, 0.046], [-4.427, -1.980, -0.350], [-5.251, -0.866, -0.280], [-5.338, 1.269, 0.157], [-4.800, -2.982, -0.576], [-6.317, -0.958, -0.499], [-2.520, -0.572, 0.072], [-0.946, 1.961, -0.342], [-0.471, -2.617, 0.755], [-2.657, 1.869, 0.381], [-3.317, 2.655, -0.022], [-2.521, 2.066, 1.463], [-2.125, -2.940, 0.117], [-2.550, -3.942, 0.179], [1.073, -3.334, -0.164], [-0.667, -3.409, 2.483], [-1.286, 2.553, -2.135], [-0.231, 3.489, 0.547], [1.882, -2.172, -0.779], [2.163, -1.412, -0.038], [2.808, -2.581, -1.213], [1.329, -1.658, -1.579], [2.035, -4.114, 0.746], [2.470, -3.478, 1.526], [1.571, -4.994, 1.204], [2.878, -4.480, 0.138], [0.602, -4.247, -1.301], [1.481, -4.771, -1.719], [-0.130, -4.995, -0.965], [0.156, -3.655, -2.111], [0.573, -3.214, 3.374], [0.900, -2.168, 3.386], [0.284, -3.497, 4.398], [1.411, -3.857, 3.085], [-1.853, -2.722, 3.178], [-1.707, -1.636, 3.236], [-2.800, -2.942, 2.676], [-1.926, -3.105, 4.206], [-0.964, -4.922, 2.368], [-1.741, -5.133, 1.627], [-0.077, -5.529, 2.133], [-1.333, -5.260, 3.348], [0.951, 4.082, -0.234], [1.370, 4.909, 0.359], [1.740, 3.329, -0.366], [0.665, 4.499, -1.205], [0.310, 3.062, 1.915], [-0.443, 2.563, 2.536], [1.189, 2.418, 1.809], [0.625, 3.972, 2.452], [-1.289, 4.576, 0.807], [-2.134, 4.198, 1.392], [-0.810, 5.377, 1.390], [-1.675, 5.036, -0.103], [-2.341, 1.637, -2.767], [-3.337, 1.802, -2.328], [-2.414, 1.860, -3.843], [-2.084, 0.575, -2.666], [0.035, 2.476, -2.909], [0.374, 1.443, -3.005], [-0.123, 2.884, -3.921], [0.850, 3.031, -2.434], [-1.816, 3.994, -2.254], [-2.744, 4.156, -1.686], [-1.066, 4.745, -1.977], [-2.052, 4.174, -3.317], [-0.588, -0.329, 0.157], [0.180, -0.134, 1.681], [0.639, 0.089, 2.736], [0.510, -0.549, -3.526], [-0.297, -1.103, -4.165], [-1.239, -2.003, -4.904], [-1.742, -3.071, -3.940], [-2.375, -1.223, -5.571], [-0.369, -2.619, -5.990], [-0.908, -3.703, -3.622], [-2.185, -2.638, -3.036], [-2.480, -3.728, -4.400], [-1.961, -0.389, -6.146], [-2.917, -1.846, -6.287], [-3.118, -0.843, -4.869], [-0.951, -3.315, -6.603], [0.028, -1.814, -6.625], [0.488, -3.160, -5.562], [4.136, 1.163, 1.938], [3.939, 1.044, 0.450], [5.022, 0.576, -0.225], [2.885, 1.319, -0.145], [4.846, 0.415, 2.310], [3.175, 1.024, 2.437], [4.518, 2.165, 2.178], [4.979, 0.542, -1.233], [5.900, 0.395, 0.242]], "forces_ev_per_angstrom": [[0.74, -0.34, -0.01], [0.21, 1.05, -0.03], [-0.32, -0.32, -0.21], [0.48, -0.51, 0.27], [0.10, 0.18, -0.06], [0.17, -0.31, -0.09], [-0.08, 0.42, 0.09], [0.35, 0.00, 0.18], [-1.22, -0.06, -0.21], [-0.25, 0.73, -1.06], [0.80, 0.13, -0.21], [-0.33, -0.23, 0.03], [0.26, -0.22, 0.23], [-0.22, -0.24, -0.40], [-0.64, -0.37, -0.26], [-0.05, 0.20, -0.38], [-0.21, -0.43, -0.25], [0.27, -0.29, -0.07], [0.07, 0.34, 0.36], [-0.10, -0.05, 0.14], [-0.33, 0.25, 0.10], [0.00, -0.20, -0.09], [-0.29, 0.10, 0.07], [0.14, -0.13, 0.22], [0.07, -0.12, 0.08], [-0.11, -0.14, -0.23], [0.14, 0.23, -0.07], [-0.31, 0.15, 0.03], [0.08, -0.16, -0.18], [-0.37, 0.14, 0.10], [0.24, 0.09, -0.11], [0.10, -0.16, 0.36], [0.05, 0.00, 0.09], [0.00, -0.30, 0.10], [0.12, 0.13, -0.24], [-0.38, 0.27, 0.18], [-0.03, 0.05, -0.07], [-0.11, -0.16, -0.03], [0.08, 0.13, 0.06], [0.02, 0.08, -0.25], [-0.01, 0.05, 0.12], [0.10, -0.08, 0.19], [-0.32, 0.30, 0.01], [0.06, 0.00, -0.25], [0.17, 0.06, 0.04], [-0.11, -0.21, -0.07], [-0.19, 0.22, -0.06], [0.14, -0.09, 0.36], [0.20, 0.04, 0.16], [0.12, 0.04, -0.09], [-0.23, 0.05, 0.01], [-0.09, -0.28, -0.13], [-0.04, 0.16, -0.06], [0.16, 0.15, -0.03], [-0.12, -0.21, -0.08], [0.06, -0.11, 0.29], [0.00, -0.18, -0.04], [0.23, -0.05, -0.11], [0.03, -0.04, 0.28], [-0.02, 0.11, 0.01], [0.21, -0.28, -0.15], [-0.07, 0.31, 0.01], [0.06, -0.11, 0.23], [-0.34, -0.12, -0.24], [-0.13, 0.03, -0.25], [0.26, 0.02, -0.13], [-0.36, -0.24, -0.06], [0.03, -0.10, 0.30], [-0.10, -0.07, -0.21], [2.70, 2.30, 4.59], [-1.27, -1.11, -2.62], [-1.61, -1.27, -1.40], [0.95, 0.49, 1.37], [0.21, 0.34, -0.09], [0.10, -0.23, 0.49], [-0.06, 0.36, -0.11], [0.54, -0.18, -0.48], [-0.19, 0.09, -0.14], [-0.01, 0.03, -0.15], [-0.03, 0.15, -0.21], [-0.11, 0.00, 0.14], [0.17, -0.20, 0.13], [0.16, 0.08, 0.14], [0.06, 0.14, 0.09], [-0.10, -0.36, 0.02], [-0.27, 0.14, -0.10], [-0.17, 0.05, 0.21], [-0.73, -0.03, -0.95], [0.03, 0.05, 0.03], [1.12, -0.25, 0.95], [-0.12, 0.21, -0.06], [0.15, 0.08, -0.04], [-0.10, -0.24, -0.05], [0.03, 0.00, 0.15], [-0.28, 0.08, -0.19]], "lowdin_charge": [-0.30, -0.31, 0.00, 0.00, -0.03, 0.13, 0.12, 0.12, 0.03, 1.15, 1.12, -0.25, 0.09, 0.10, -0.15, 0.08, -0.64, -0.65, -0.66, -0.65, -0.10, 0.06, 0.10, 0.04, -0.10, 0.08, 0.07, 0.10, -0.09, 0.10, 0.09, 0.04, -0.08, 0.07, 0.10, 0.06, -0.09, 0.08, 0.08, 0.09, -0.07, 0.07, 0.07, 0.10, -0.09, 0.10, 0.06, 0.06, -0.11, 0.08, 0.05, 0.10, -0.09, 0.07, 0.10, 0.06, -0.10, 0.08, 0.09, 0.06, -0.10, 0.02, 0.10, 0.06, -0.10, 0.08, 0.07, 0.10, 0.11, -0.23, 0.06, 0.19, -0.13, -0.59, -0.04, -0.04, -0.05, 0.06, 0.08, 0.10, 0.09, 0.09, 0.08, 0.10, 0.10, 0.10, 0.00, -0.57, 0.16, -0.01, 0.08, 0.06, 0.10, 0.11, 0.11]}

***

[4]
{"formula": "C5H9NO", "method": "ωB97M-V/def2-TZVPD", "smiles": "C=C[C@@H](C)N=C=O.[H][H]", "e_homo_ha": -0.37358, "multiplicity": 1, "symbols": ["C", "C", "C", "C", "N", "C", "O", "H", "H", "H", "H", "H", "H", "H", "H", "H"], "positions_angstrom": [[-1.333, -0.337, -1.237], [-1.193, -0.318, 0.083], [0.097, -0.539, 0.844], [1.210, -1.234, 0.072], [0.566, 0.764, 1.335], [-0.037, 1.814, 1.390], [-0.539, 2.870, 1.484], [-2.266, -0.033, -1.702], [-0.523, -0.630, -1.900], [-2.035, -0.012, 0.706], [-0.111, -1.141, 1.737], [1.476, -0.696, -0.844], [0.895, -2.247, -0.189], [2.101, -1.308, 0.702], [1.102, 1.645, -1.183], [0.589, 1.700, -1.718]], "forces_ev_per_angstrom": [[0.01, -0.08, 0.17], [-0.04, 0.05, -0.19], [-0.08, -0.22, -0.04], [0.01, -0.03, -0.04], [-0.26, 0.56, 0.14], [-0.05, 0.20, 0.08], [0.41, -0.66, -0.06], [0.09, -0.17, 0.08], [-0.11, 0.06, 0.10], [0.11, -0.03, -0.10], [-0.03, 0.08, -0.13], [-0.05, -0.07, 0.19], [0.02, 0.12, -0.03], [-0.12, 0.06, -0.09], [-0.02, 0.07, -0.12], [0.11, 0.06, 0.03]], "lowdin_charge": [0.00, -0.15, -0.39, -0.07, 0.13, -0.35, 0.15, 0.06, 0.05, 0.11, 0.14, 0.06, 0.09, 0.08, 0.05, 0.05]}

***

In order of appearance, energy relative to the best compared isomer or geometry (same formula, charge and spin) = 23.96; 32.09; 1.49; 51.96 kcal per mole.